Record 1
# C7H16N4O2S

3 unconnected molecules or ions with the total composition C7H16N4O2S in a non-equilibrium geometry (ωB97M-V/def2-TZVPD, the Open Molecules 2025 dataset).

Values from the calculation:
LUMO (alpha / beta)	-8.3 / -8.3	eV
ΔE to the lowest compared entry with this formula, charge and spin	36.35	kcal per mole
HOMO-LUMO gap (alpha / beta)	4.697 / 4.670	eV

The geometry in ORCA input format:
```
! wB97M-V def2-TZVPD RIJCOSX def2/J DEFGRID3
* xyz 2 1
C -8.086 -2.616 0.199
C -8.214 -0.471 -0.337
C 8.831 1.224 -0.168
C 7.260 -0.620 -0.130
C 6.413 1.538 0.489
C 5.312 0.859 1.320
C 7.521 0.768 -0.010
N -7.964 -1.952 1.291
N -8.076 -0.722 1.028
N -8.283 -1.697 -0.823
N -7.928 -3.859 -0.240
O -7.370 2.946 0.296
O -7.815 2.777 -2.176
S -8.398 2.786 -0.660
H 9.520 0.677 0.422
H 8.998 2.276 -0.087
H 9.341 0.931 -1.044
H 8.011 -1.213 -0.667
H 6.215 -0.755 -0.709
H 7.025 -1.144 0.726
H 6.034 2.259 -0.390
H 6.823 2.258 1.183
H 4.766 1.663 1.784
H 4.563 0.321 0.720
H 5.810 0.145 1.854
H -8.190 -1.905 -1.765
H -7.770 -4.766 0.240
H -7.971 -3.924 -1.261
H -8.097 -0.029 1.712
H -8.283 2.247 -2.796
*
```

---

Record 2
# C7H16N4OS

A molecular structure, C7H16N4OS in a non-equilibrium geometry (ωB97M-V/def2-TZVPD, the Open Molecules 2025 dataset).

Values from the calculation:
LUMO	-6.9	eV
ΔE to the lowest compared entry with this formula, charge and spin	48.30	kcal per mole
HOMO-LUMO gap	10.663	eV

The geometry in ORCA input format:
```
! wB97M-V def2-TZVPD RIJCOSX def2/J DEFGRID3
* xyz 2 1
C -2.377 -0.314 -0.293
C -0.728 1.210 0.903
C -2.266 0.683 0.826
C 1.038 0.347 -0.289
C 3.428 0.416 -0.959
C 1.014 -2.035 0.544
C 2.012 0.365 -1.353
N -2.509 -1.531 0.065
N 0.027 1.027 -0.227
N -0.573 2.415 1.515
N -2.386 -0.053 -1.577
O 0.150 0.053 2.001
S 1.428 -0.496 1.427
H -2.838 1.612 0.631
H -2.529 0.261 1.786
H 3.434 1.005 0.069
H 4.227 0.961 -1.621
H 3.946 -0.526 -0.626
H -0.057 -2.241 0.677
H 1.568 -2.886 0.951
H 1.275 -1.996 -0.574
H 1.726 -0.595 -1.912
H 1.831 1.205 -2.007
H -2.543 -2.207 -0.659
H -2.378 -1.975 1.022
H -1.256 2.708 2.227
H 0.396 2.749 1.784
H -2.366 0.751 -2.175
H -2.696 -0.912 -2.156
*
```

---

Record 3
# C7H16N5O4

2 unconnected molecules or ions with the total composition C7H16N5O4 in a non-equilibrium geometry (ωB97M-V/def2-TZVPD, the Open Molecules 2025 dataset).

Values from the calculation:
LUMO	-5.7	eV
HOMO-LUMO gap	6.462	eV

The geometry in ORCA input format:
```
! wB97M-V def2-TZVPD RIJCOSX def2/J DEFGRID3
* xyz 1 1
O -3.941 -2.785 -2.147
C -2.590 -2.607 -1.533
C -1.551 -3.654 -2.265
O -0.252 -3.072 -2.638
C 0.521 -2.625 -1.469
O 1.049 -1.244 -1.718
C 0.493 -0.289 -0.746
C 1.155 -0.421 0.775
N 0.987 0.650 1.846
N 1.678 0.040 2.901
N 2.212 -1.208 2.576
N 1.967 -1.607 1.271
H -4.569 -3.064 -1.410
H -2.595 -2.908 -0.378
H -2.277 -1.493 -1.715
H -1.469 -4.667 -1.650
H -2.078 -3.966 -3.290
H 1.488 -3.319 -1.396
H -0.026 -2.731 -0.440
H -0.662 -0.530 -0.613
H 0.522 0.835 -1.149
H 2.752 -1.900 3.145
H 2.231 -2.476 0.756
O -0.029 3.824 0.004
C 0.398 4.529 0.911
N 0.981 3.977 2.011
C 0.319 6.028 0.892
H 1.348 4.515 2.782
H 1.046 2.968 2.047
H -0.730 6.329 0.828
H 0.863 6.402 0.020
H 0.756 6.469 1.792
*
```

---

Record 4
# C7H16N6

A gas-phase ion, C7H16N6 (charge +2) in a non-equilibrium geometry (ωB97M-V/def2-TZVPD, the Open Molecules 2025 dataset).

Values from the calculation:
structure (SMILES)	CN1CCN(N2CCNC2=[NH2+])C1=[NH2+]
LUMO	-5.9	eV
ΔE to the lowest compared entry with this formula, charge and spin	9.97	kcal per mole
HOMO-LUMO gap	10.978	eV

The geometry in ORCA input format:
```
! wB97M-V def2-TZVPD RIJCOSX def2/J DEFGRID3
* xyz 2 1
C -3.742 0.307 -0.431
N -2.389 -0.058 -0.086
C -2.148 -1.155 0.843
C -0.626 -1.144 1.038
N -0.184 -0.155 0.039
N 1.068 0.364 -0.061
C 1.729 0.987 1.089
C 3.207 1.019 0.687
N 3.343 -0.123 -0.213
C 2.225 -0.580 -0.679
N 1.953 -1.545 -1.507
C -1.268 0.501 -0.483
N -1.150 1.537 -1.295
H -4.341 -0.599 -0.512
H -4.180 0.941 0.343
H -3.780 0.826 -1.386
H -2.506 -2.093 0.411
H -2.692 -0.979 1.774
H -0.350 -0.827 2.048
H -0.171 -2.117 0.841
H 1.589 0.402 2.005
H 1.327 1.989 1.240
H 3.463 1.939 0.151
H 3.876 0.913 1.542
H 4.264 -0.433 -0.495
H 1.004 -1.767 -1.772
H 2.683 -2.085 -1.957
H -1.962 2.019 -1.650
H -0.244 1.914 -1.523
*
```

---

Record 5
# C7H16NO3S

2 unconnected molecules or ions with the total composition C7H16NO3S in a non-equilibrium geometry (ωB97M-V/def2-TZVPD, the Open Molecules 2025 dataset).

Values from the calculation:
LUMO	-3.6	eV
ΔE to the lowest compared entry with this formula, charge and spin	13.08	kcal per mole
HOMO-LUMO gap	9.077	eV

The geometry in ORCA input format:
```
! wB97M-V def2-TZVPD RIJCOSX def2/J DEFGRID3
* xyz 1 1
C -1.471 0.432 -0.516
C -1.190 0.047 0.904
C 0.352 0.325 1.091
C -0.852 -0.590 -1.415
C 1.128 -0.503 0.032
C -1.065 -0.426 -2.925
C -2.723 0.313 2.677
N 2.430 -0.607 0.183
O 0.576 -0.860 -1.112
O 0.923 -0.003 2.320
O -1.758 0.907 1.819
S 5.087 0.992 -1.217
H -2.550 0.452 -0.715
H -1.154 1.573 -0.526
H -1.299 -1.077 1.143
H 0.456 1.426 1.025
H -1.274 -1.562 -1.001
H -0.343 0.339 -3.408
H -2.183 0.024 -2.985
H -0.991 -1.314 -3.444
H -3.552 -0.094 2.002
H -3.189 1.127 3.104
H -2.377 -0.469 3.387
H 2.908 -1.039 -0.571
H 2.952 -0.525 1.085
H 5.495 -0.316 -1.575
H 0.164 -0.349 2.875
H 5.501 1.776 -2.239
*
```

---

Record 6
# C7H16NS

A molecular structure, C7H16NS in a non-equilibrium geometry (ωB97M-V/def2-TZVPD, the Open Molecules 2025 dataset).

Values from the calculation:
LUMO	-6.2	eV
ΔE to the lowest compared entry with this formula, charge and spin	138.64	kcal per mole
HOMO-LUMO gap	4.112	eV

The geometry in ORCA input format:
```
! wB97M-V def2-TZVPD RIJCOSX def2/J DEFGRID3
* xyz 1 1
C -7.646 0.270 -0.043
C 8.455 -1.808 1.948
C -8.637 -0.305 0.554
C -10.806 0.212 -0.810
C 7.593 2.450 -0.375
C 9.147 -0.480 -0.202
C -10.025 0.186 0.538
N 9.195 -1.105 1.128
S 9.332 1.945 -0.320
H -7.801 1.020 -0.933
H -6.688 0.037 0.180
H 7.608 -2.561 1.708
H 8.606 -1.721 3.010
H -8.377 -1.055 1.293
H -11.228 -0.830 -0.830
H -10.240 0.451 -1.681
H -11.625 0.907 -0.755
H 7.168 1.808 -1.143
H 7.726 3.584 -0.657
H 7.005 2.353 0.591
H 10.029 -0.608 1.545
H 10.178 -0.628 -0.620
H 8.223 -0.827 -0.664
H -10.620 -0.361 1.217
H -10.008 1.271 0.738
*
```

---

Record 7
# C7H16O

2 unconnected molecules or ions with the total composition C7H16O in a non-equilibrium geometry (ωB97M-V/def2-TZVPD, the Open Molecules 2025 dataset).

Values from the calculation:
structure (SMILES)	C=CCCCCC.O
LUMO	0.8	eV
ΔE to the lowest compared entry with this formula, charge and spin	73.30	kcal per mole
HOMO-LUMO gap	10.057	eV

The geometry in ORCA input format:
```
! wB97M-V def2-TZVPD RIJCOSX def2/J DEFGRID3
* xyz 0 1
C -1.084 2.327 -1.209
C -1.180 1.863 0.027
C -1.819 0.592 0.466
C -1.490 -0.692 -0.200
C -0.007 -0.970 -0.756
C 0.959 -0.843 0.376
C 1.133 -2.069 1.291
H -1.180 1.760 -2.170
H -0.653 3.236 -1.377
H -0.875 2.582 0.922
H -2.879 0.586 0.903
H -1.537 0.290 1.610
H -2.081 -0.976 -1.139
H -1.875 -1.442 0.408
H 0.000 -2.046 -1.111
H 0.049 -0.175 -1.568
H 1.928 -0.645 0.029
H 0.768 -0.018 1.087
H 0.406 -2.820 1.152
H 2.093 -2.493 1.231
H 1.121 -1.736 2.332
O 2.463 1.443 -0.551
H 3.362 1.649 -0.671
H 2.379 0.595 -1.081
*
```

---

Record 8
# C7H16O

A molecular structure, C7H16O in a non-equilibrium geometry (ωB97M-V/def2-TZVPD, the Open Molecules 2025 dataset).

Values from the calculation:
LUMO	0.7	eV
ΔE to the lowest compared entry with this formula, charge and spin	86.46	kcal per mole
HOMO-LUMO gap	7.998	eV

The geometry in ORCA input format:
```
! wB97M-V def2-TZVPD RIJCOSX def2/J DEFGRID3
* xyz 0 1
C -1.286 0.504 -0.041
C 1.160 0.811 -0.415
C -0.281 -0.336 0.481
C 1.933 0.023 -1.447
C -2.700 -0.437 1.106
C 2.010 1.263 0.753
C -0.145 -1.757 0.016
O -1.631 0.343 -1.352
H -2.316 0.978 -1.588
H -1.344 1.517 0.350
H 0.719 1.685 -0.900
H -0.071 -0.174 1.532
H 2.747 0.623 -1.876
H 2.399 -0.861 -1.008
H 2.865 1.868 0.424
H -0.429 -1.861 -1.029
H 0.888 -2.086 0.126
H -3.465 0.335 1.152
H -3.024 -1.280 0.502
H -2.405 -0.731 2.110
H 1.287 -0.285 -2.271
H 2.418 0.402 1.291
H 1.436 1.868 1.457
H -0.766 -2.411 0.626
*
```

---

Record 9
# C7H16O10P2

A molecular structure, C7H16O10P2 in a non-equilibrium geometry (ωB97M-V/def2-TZVPD, the Open Molecules 2025 dataset).

Values from the calculation:
LUMO	-0.2	eV
HOMO-LUMO gap	10.327	eV

The geometry in ORCA input format:
```
! wB97M-V def2-TZVPD RIJCOSX def2/J DEFGRID3
* xyz 0 1
C 2.635 -2.765 0.399
C 2.182 -1.845 -0.695
O 2.555 -0.704 -0.828
O 1.284 -2.417 -1.580
C -0.008 -1.853 -1.482
C -0.204 -0.603 -2.339
O -0.122 0.644 -1.618
P -1.388 1.117 -0.787
O -2.123 2.181 -1.447
O -0.854 1.561 0.628
C 0.383 1.017 1.122
C 1.564 1.973 0.960
C 1.159 3.390 0.602
O 2.378 1.960 2.127
O -2.297 -0.232 -0.592
P -3.527 -0.223 0.462
O -4.435 0.898 0.386
O -2.923 -0.438 1.912
O -4.216 -1.626 0.134
H 3.449 -3.363 0.009
H 1.816 -3.401 0.704
H 2.958 -2.146 1.222
H -0.738 -2.598 -1.774
H -0.259 -1.589 -0.456
H -1.124 -0.644 -2.911
H 0.606 -0.580 -3.055
H 0.641 0.067 0.671
H 0.241 0.820 2.180
H 2.216 1.614 0.173
H 0.384 3.793 1.246
H 2.043 4.008 0.676
H 0.780 3.421 -0.415
H 1.817 1.907 2.902
H -3.010 -1.366 2.151
H -3.864 -1.976 -0.689
*
```